No. 1
C22H74N16O22 | the ωB97M-V functional and the def2-TZVPD basis

HOMO energy = -8.4 eV
energy = -3414.252015 Ha
LUMO energy = -0.00135 Eh
energy above the lowest of the compared OMol25 structures with the same formula, charge and spin = 0.0 kcal/mol
frontier orbital gap = 8.4 eV
max |F| = 0.071 Eh/bohr

Atoms and positions in Å:
O1 -1.22804 -0.97365 0.15236
O2 -1.94437 4.56412 -0.03565
O3 -3.66084 -2.97960 2.65324
O4 1.74072 -1.24571 -2.80466
O5 -4.55697 -5.36677 -1.37910
O6 5.48303 1.99677 0.00604
O7 -1.14333 -3.32606 -1.37823
O8 -1.01990 2.61846 2.22238
O9 2.97246 -1.67182 0.95785
O10 -3.86551 0.60382 -1.56352
O11 -0.27351 0.06691 -4.03835
O12 2.48622 5.55300 1.19603
O13 3.29729 1.20927 5.61137
O14 2.52543 1.40002 0.80461
O15 -5.22281 1.39777 -4.10089
O16 0.33706 -3.68567 5.57953
O17 2.14385 -2.61614 3.65068
O18 -0.79974 -6.49437 0.21393
O19 1.11462 4.22454 -1.10646
O20 4.83310 0.63872 -2.85350
O21 2.80071 4.35441 -5.37400
O22 -1.53245 1.74665 -0.39137
N1 -5.48805 -4.94153 0.69651
N2 -2.60445 -0.96681 2.72039
N3 -1.89468 1.14999 -5.17353
N4 1.59627 1.13511 4.11674
N5 2.91332 -3.95388 1.20946
N6 2.54736 -2.99905 -0.83978
N7 -3.41288 -1.90640 4.65273
N8 1.03192 4.84182 -3.99672
N9 -1.06772 -4.82770 1.67296
N10 0.14943 -5.03557 -2.14408
N11 -3.61889 -3.85153 0.00496
N12 -0.48029 -3.39284 -3.57141
N13 -1.05404 -0.79784 -6.02535
N14 1.11713 1.13513 6.33475
N15 2.22410 2.95286 -3.65837
N16 -0.86486 -7.00182 2.43981
C1 -4.59460 -4.75215 -0.31667
C2 -4.67634 1.79962 -1.74591
C3 -0.93907 4.03675 2.20183
C4 -0.30392 1.07306 -0.76857
C5 1.17553 5.63389 -0.83484
C6 -0.99089 0.15883 -5.03093
C7 0.21913 -2.33390 5.14552
C8 3.01697 -0.97584 -3.34555
C9 -0.12284 -0.05346 0.18553
C10 3.45689 2.20640 1.47786
C11 -4.70774 2.31634 -3.14914
C12 2.09520 1.25531 5.38386
C13 4.46441 2.87057 0.54997
C14 3.63064 0.03956 -2.39714
C15 -0.54336 -3.86958 -2.31358
C16 2.05088 4.03907 -4.45392
C17 2.80563 -2.79763 0.47765
C18 2.42232 6.08216 -0.10913
C19 -3.27226 -2.00015 3.29068
C20 -1.98055 4.76314 1.37518
C21 0.75913 -2.24662 3.73634
C22 -0.89262 -6.13218 1.40218
H1 -5.65099 1.32395 -1.54351
H2 3.77479 -0.47437 -1.43753
H3 3.28023 5.76366 -0.71396
H4 2.95537 0.84007 -2.07209
H5 3.15666 5.96541 1.74388
H6 -5.26046 1.80543 -4.96782
H7 0.07951 -5.51090 -1.25245
H8 -5.44429 -4.42844 1.55658
H9 0.18779 -2.82476 3.01268
H10 -3.65954 2.41404 -3.48052
H11 2.36730 -4.71590 0.84402
H12 1.12064 6.13938 -1.79369
H13 2.57336 -2.05042 4.30657
H14 -2.18951 1.03470 -0.32214
H15 3.98179 1.71693 2.30331
H16 -0.98148 -1.70565 -0.44360
H17 1.25797 3.72816 -0.29025
H18 1.02200 -0.73898 -3.22921
H19 -2.41592 -0.84748 1.72909
H20 -1.67634 -0.64054 -6.79463
H21 0.56472 -5.47507 -2.94060
H22 2.58601 -3.93013 -1.21051
H23 -2.97452 -3.72191 -0.76376
H24 1.66051 2.89517 -2.83181
H25 -0.09074 -3.84205 -4.37514
H26 -0.78721 -2.45189 -3.75949
H27 2.38040 -2.22068 -1.46666
H28 3.96654 3.37183 -0.28511
H29 0.15259 1.05460 6.08671
H30 0.05793 4.25441 1.79781
H31 0.77776 -1.20578 3.39012
H32 -0.42075 0.74322 -1.80741
H33 -2.99201 4.53517 1.73708
H34 -0.03964 0.21177 1.24323
H35 0.31405 5.88698 -0.21117
H36 -2.04336 1.84014 -4.46140
H37 -4.98656 3.37247 -3.21129
H38 -6.13196 -5.70676 0.60911
H39 -2.09214 -0.34024 3.31539
H40 0.87333 5.64980 -4.57224
H41 -1.94600 3.60622 -0.18977
H42 3.01023 3.09202 1.94022
H43 5.19362 1.17730 -2.14052
H44 -1.93016 5.83836 1.56084
H45 -0.95162 -7.97676 2.21733
H46 1.21635 -4.01960 5.37042
H47 0.62986 0.93612 3.93653
H48 2.43224 7.17590 -0.09171
H49 -4.59485 2.46254 -0.88983
H50 0.71128 4.72118 -3.05174
H51 0.51760 1.76603 -0.93541
H52 -0.83724 -2.09106 5.23759
H53 3.04688 -0.68751 -4.39996
H54 0.81479 -0.60396 0.05743
H55 0.75713 -1.62159 5.78453
H56 3.62388 -1.88488 -3.31818
H57 6.06681 2.54778 -0.52484
H58 2.88199 -3.78131 2.20621
H59 -3.45035 -2.80953 5.09250
H60 5.01116 3.65615 1.08051
H61 2.11877 1.34334 3.28492
H62 3.10676 2.47821 -3.76990
H63 -3.34482 -1.03272 5.13368
H64 -3.64532 -3.22739 0.80223
H65 1.38909 1.02083 7.29431
H66 2.79388 0.46565 0.81908
H67 -1.32268 -4.60093 2.61685
H68 -0.96297 4.46542 3.20377
H69 -2.43053 1.19904 -6.01750
H70 -1.12704 -6.71068 3.36374
H71 -0.23361 -1.35364 -6.19426
H72 -4.16705 0.03352 -2.28209
H73 -1.16158 -4.26557 0.83882
H74 -1.12355 2.29836 1.30402

No. 2
C22H78AgF3O20 | the ωB97M-V functional and the def2-TZVPD basis

multiplicity = 2
HOMO energy (alpha / beta) = -11.6 / -11.6 eV
energy = -2835.783081 Ha
LUMO energy (alpha / beta) = -0.10071 / -0.24738 Eh
frontier orbital gap (alpha / beta) = 8.8 / 4.9 eV
max |F| = 0.031 Eh/bohr
total charge = +1

Atoms and positions in Å:
Ag1 1.30008 1.20903 3.95396
F1 -1.98893 0.77652 0.09129
F2 -2.34328 -1.11780 1.07223
F3 -1.32424 -1.05259 -0.82720
O1 1.36420 -4.78859 -0.54373
O2 -1.76593 0.43721 -4.47989
O3 -2.87268 1.51599 4.43222
O4 3.09834 -2.02660 1.21023
O5 2.28782 5.87336 -1.48544
O6 -0.35951 -4.36697 1.67494
O7 2.38929 -1.74701 -3.45957
O8 3.07271 0.31084 2.59411
O9 -5.87140 -4.24299 -0.62363
O10 -3.37716 -4.21832 -2.03038
O11 0.74914 0.57382 0.37245
O12 -0.42847 -2.49777 3.79555
O13 -6.62633 1.83128 -0.41878
O14 0.24823 -0.17696 5.40884
O15 -0.06820 -0.04855 2.37257
O16 -3.08481 5.25363 1.13814
O17 0.48184 2.12145 -5.04428
O18 1.31604 2.79934 2.05662
O19 5.10532 0.18669 -5.38446
O20 4.33470 -1.91876 -1.29995
C1 4.35594 0.90187 2.38691
C2 -5.65420 0.93207 0.06540
C3 -5.82251 -3.40202 0.51153
C4 -1.45019 -0.42493 0.34335
C5 2.32951 1.22475 -1.27984
C6 4.27575 1.12824 -4.76094
C7 5.11617 -0.74765 -1.43185
C8 0.97772 -1.55225 -3.47009
C9 1.15884 3.04442 -4.20025
C10 -2.36806 4.02299 1.00852
C11 -0.39003 0.10800 6.65441
C12 -3.52214 -2.83477 -2.35887
C13 1.44774 0.09813 -0.79455
C14 3.07160 6.87773 -0.85743
C15 2.72226 -3.16517 1.98835
C16 -0.06334 -0.32123 1.05320
C17 1.69842 4.10494 1.59641
C18 0.62113 -3.99011 -1.42146
C19 -3.30142 1.32823 3.07955
C20 -1.70562 -4.50036 1.20064
C21 -1.73869 -2.29623 4.38924
C22 -2.05042 0.95549 -3.20267
H1 -5.02752 -4.17427 -1.09989
H2 5.95516 -0.75881 -0.73661
H3 -3.69765 0.31478 2.98056
H4 -0.35924 -3.68958 2.37681
H5 2.01456 -0.78863 -0.49507
H6 -1.66196 -2.61523 5.42702
H7 -2.44426 1.39759 2.41355
H8 4.60386 1.51223 -3.79335
H9 1.10270 1.61560 -5.56980
H10 -2.26554 2.03108 -3.16078
H11 -2.52868 -2.37846 -2.38058
H12 2.39657 7.53565 -0.31410
H13 -2.88823 0.45672 -2.72120
H14 -1.12956 0.83649 -2.60988
H15 2.64699 -1.63859 -4.38344
H16 -6.56736 -2.60802 0.37196
H17 5.46494 -0.65969 -2.46431
H18 1.77623 -2.91978 2.47839
H19 2.54033 -4.02295 1.34098
H20 0.56392 -1.73146 -2.47848
H21 -4.86291 -2.87970 0.61084
H22 -3.36628 0.92906 5.00728
H23 -4.05009 -2.28763 -1.58007
H24 -4.01546 -2.68036 -3.31811
H25 -2.47198 -2.93393 3.89916
H26 -0.32530 -4.43041 -1.75220
H27 0.10824 -0.40550 7.47891
H28 0.68417 -0.55469 -3.80543
H29 0.47888 -2.30186 -4.09113
H30 -1.83754 -5.40171 0.61015
H31 -0.37512 1.17699 6.84117
H32 3.31911 -2.24906 0.28863
H33 1.26889 4.28181 0.60960
H34 -1.51984 4.20796 0.34162
H35 -6.04038 -3.90110 1.45635
H36 4.53469 1.04437 1.31746
H37 2.83417 0.96911 -2.21026
H38 1.43644 2.19757 1.31140
H39 -1.42784 -0.23159 6.63397
H40 1.32391 4.86718 2.27825
H41 0.35683 -3.01308 -0.97662
H42 -2.00513 -1.24532 4.28215
H43 3.68615 -1.86461 -2.02248
H44 5.15487 0.26007 2.76389
H45 -0.22860 -1.73476 3.23330
H46 3.60361 7.47146 -1.60404
H47 3.79655 6.47013 -0.14916
H48 0.71674 -0.11610 -1.57771
H49 3.97243 1.96704 -5.40038
H50 -2.59347 5.78818 1.76843
H51 -4.66217 1.39747 0.03832
H52 -2.04273 3.65038 1.97922
H53 -5.63223 0.03550 -0.55677
H54 -1.97840 -3.58947 0.66023
H55 2.15780 2.62938 -4.01761
H56 3.28419 0.69409 -4.58944
H57 -6.36168 2.72335 -0.18242
H58 -2.85892 -4.62942 -2.72622
H59 0.65156 3.13671 -3.24214
H60 -4.04056 2.09774 2.85597
H61 0.22935 -1.12897 5.23024
H62 1.29067 4.01955 -4.67166
H63 1.77033 2.15129 -1.40969
H64 -1.11326 1.00680 -4.91124
H65 2.80996 5.08910 -1.66426
H66 -2.39609 -4.58700 2.04790
H67 0.31304 -1.35562 0.89865
H68 2.79189 4.15566 1.60972
H69 -5.82558 0.57519 1.08936
H70 3.07516 -0.53780 2.09397
H71 1.20285 -3.72988 -2.30636
H72 5.99772 0.54695 -5.40671
H73 -3.00243 3.28506 0.52297
H74 0.80024 -4.93648 0.23408
H75 3.46705 -3.43359 2.73766
H76 4.56000 0.16746 -1.17613
H77 4.40135 1.85997 2.89896
H78 3.11470 1.41397 -0.53880